The following is a DFT calculation (ωB97M-V/def2-TZVPD) of a 10-piece molecular cluster, C40H99N15O10 overall.

```
164
C40H99N15O10 (ωB97M-V/def2-TZVPD)
C 20.66 11.45 16.06
C 19.33 11.90 15.47
C 19.36 11.82 13.98
C 19.52 10.31 13.59
C 18.37 9.51 14.03
C 17.95 9.73 15.55
N 18.10 11.15 15.92
O 17.98 11.27 17.37
C 16.46 9.31 15.64
C 18.78 8.72 16.42
C 19.10 13.36 15.87
H 21.02 10.46 15.78
H 20.63 11.54 17.17
H 21.33 12.25 15.71
H 18.36 12.13 13.62
H 20.14 12.54 13.62
H 20.38 10.02 14.18
H 19.65 10.19 12.55
H 18.52 8.43 13.85
H 17.53 9.89 13.45
H 16.32 8.27 15.25
H 16.08 9.42 16.69
H 15.92 10.05 14.96
H 19.82 9.00 16.35
H 18.45 8.65 17.46
H 18.57 7.77 16.03
H 19.21 13.56 16.93
H 18.10 13.63 15.53
H 19.88 13.99 15.47
H 17.24 11.86 17.62
C 8.99 9.74 18.00
C 9.68 10.68 17.02
C 10.76 11.56 17.71
C 11.97 10.77 18.14
C 12.59 10.32 16.83
C 11.72 9.41 16.01
N 10.39 10.03 15.84
O 9.54 9.07 15.17
C 12.44 9.30 14.65
C 11.61 8.02 16.68
C 8.62 11.63 16.47
H 8.18 9.17 17.51
H 8.51 10.43 18.71
H 9.69 9.08 18.52
H 11.06 12.38 17.05
H 10.35 11.90 18.62
H 11.80 9.89 18.75
H 12.64 11.47 18.67
H 13.51 9.85 17.07
H 12.66 11.18 16.19
H 11.86 8.57 14.06
H 12.44 10.25 14.15
H 13.43 8.93 14.85
H 12.53 7.74 17.15
H 10.85 7.73 17.41
H 11.51 7.31 15.87
H 8.30 12.31 17.21
H 7.78 11.03 16.07
H 9.04 12.17 15.61
H 9.11 8.52 15.82
C 17.92 15.90 20.37
C 17.60 17.45 20.18
C 18.84 18.35 20.32
C 19.84 18.19 19.16
C 19.21 18.58 17.88
C 17.91 17.76 17.60
N 17.06 17.89 18.81
O 15.84 17.07 18.54
C 17.19 18.48 16.45
C 18.34 16.34 17.19
C 16.53 17.80 21.27
H 17.05 15.35 20.26
H 18.17 15.72 21.46
H 18.75 15.48 19.75
H 18.48 19.39 20.36
H 19.40 18.07 21.24
H 20.09 17.15 19.13
H 20.76 18.78 19.33
H 19.80 18.56 16.95
H 18.88 19.59 17.99
H 17.15 19.52 16.65
H 17.78 18.26 15.51
H 16.20 18.08 16.32
H 19.14 15.85 17.74
H 17.52 15.64 17.08
H 18.80 16.59 16.26
H 16.31 18.88 21.23
H 16.81 17.57 22.27
H 15.62 17.24 20.97
H 15.19 17.72 18.37
C 13.40 13.84 20.42
O 12.35 14.42 20.68
N 13.78 12.66 20.95
N 14.34 14.44 19.58
H 14.72 12.34 20.88
H 13.43 12.36 21.84
H 13.89 15.30 19.22
H 15.00 13.91 19.01
C 11.81 16.50 17.96
O 12.68 17.04 17.31
N 11.37 16.84 19.23
N 10.99 15.51 17.34
H 11.14 16.10 19.88
H 11.89 17.59 19.80
H 10.45 15.04 17.99
H 11.26 15.05 16.50
C 13.56 16.31 14.21
O 13.82 15.63 13.19
N 12.31 16.75 14.54
N 14.61 16.76 15.03
H 12.26 17.09 15.49
H 11.59 16.06 14.24
H 15.58 16.78 14.66
H 14.38 16.98 15.99
C 11.23 13.08 13.47
O 11.59 13.41 14.57
N 11.14 13.98 12.43
N 10.76 11.79 13.25
H 11.10 13.61 11.51
H 11.78 14.73 12.55
H 10.62 11.35 12.35
H 10.68 11.28 14.13
C 15.12 13.21 16.42
O 15.63 13.15 17.53
N 15.70 12.56 15.35
N 13.96 13.87 16.23
H 15.51 13.04 14.45
H 16.59 12.06 15.45
H 13.59 14.59 16.86
H 13.49 13.78 15.34
C 17.71 15.43 11.91
C 17.07 14.23 11.25
C 18.07 13.08 10.95
O 18.77 13.52 9.81
C 20.16 13.48 9.97
N 15.91 13.66 11.97
H 17.05 16.27 11.99
H 18.56 15.81 11.25
H 18.14 15.15 12.92
H 16.68 14.58 10.30
H 17.60 12.14 10.75
H 18.63 12.88 11.83
H 20.50 13.90 10.94
H 20.61 13.90 9.08
H 20.56 12.46 9.93
H 16.23 13.77 12.95
H 15.23 14.41 12.01
C 11.70 11.83 8.23
C 12.68 11.61 9.32
C 14.09 11.52 8.85
O 14.58 12.72 8.35
C 15.94 12.96 7.95
N 12.44 12.74 10.29
H 10.64 11.96 8.44
H 11.76 11.10 7.34
H 11.95 12.81 7.73
H 12.51 10.69 9.88
H 14.12 10.70 8.16
H 14.72 11.19 9.66
H 16.46 12.77 8.86
H 16.15 14.04 7.73
H 16.18 12.35 7.07
H 13.15 12.79 11.05
H 12.71 13.52 9.72
```

Computed properties:
- gap between HOMO and LUMO (eV) = 9.3
- ΔE to the lowest compared entry with this formula, charge and spin (kJ/mol) = 0.0
- E_HOMO (eV) = -8.7
- SMILES string = CC1(C)CCCC(C)(C)N1O.CC1(C)CCCC(C)(C)N1O.CC1(C)CCCC(C)(C)N1O.COC[C@H](C)N.COC[C@H](C)N.NC(N)=O.NC(N)=O.NC(N)=O.NC(N)=O.NC(N)=O
- DFT total energy (eV) = -85912.5462



The following is a DFT calculation (ωB97M-V/def2-TZVPD) of a 10-piece molecular cluster, C40H99N15O10 overall.

```
164
C40H99N15O10 (ωB97M-V/def2-TZVPD)
C -1.76 -1.94 -1.62
C -2.67 -3.08 -2.15
C -2.97 -3.92 -0.86
C -3.95 -5.03 -0.99
C -5.25 -4.36 -1.57
C -5.15 -3.46 -2.83
N -3.97 -2.53 -2.57
O -3.80 -1.69 -3.71
C -5.22 -4.39 -4.04
C -6.39 -2.56 -2.92
C -1.97 -3.95 -3.12
H -0.92 -2.37 -1.08
H -2.29 -1.17 -1.05
H -1.28 -1.41 -2.44
H -2.06 -4.44 -0.58
H -3.36 -3.31 -0.04
H -4.30 -5.50 -0.07
H -3.74 -5.76 -1.77
H -5.70 -3.79 -0.76
H -5.89 -5.21 -1.79
H -5.24 -3.71 -4.89
H -4.57 -5.17 -4.42
H -6.14 -4.97 -4.12
H -7.29 -3.13 -2.70
H -6.32 -1.70 -2.24
H -6.61 -2.28 -3.95
H -2.50 -3.87 -4.07
H -1.88 -5.00 -2.82
H -0.91 -3.70 -3.23
H -4.11 -0.83 -3.41
C 2.87 2.35 -5.42
C 4.19 2.14 -4.58
C 3.95 2.59 -3.14
C 3.16 1.52 -2.28
C 3.86 0.16 -2.31
C 3.99 -0.30 -3.79
N 4.70 0.72 -4.58
O 4.94 0.36 -5.92
C 4.94 -1.55 -3.71
C 2.66 -0.74 -4.33
C 5.38 3.07 -5.01
H 2.60 1.43 -5.92
H 2.89 3.09 -6.23
H 2.06 2.60 -4.74
H 4.82 2.98 -2.61
H 3.31 3.47 -3.20
H 2.10 1.47 -2.53
H 3.13 1.86 -1.24
H 3.07 -0.41 -1.81
H 4.77 0.06 -1.73
H 4.68 -2.49 -3.23
H 5.34 -1.76 -4.71
H 5.82 -1.21 -3.15
H 2.68 -1.47 -5.14
H 2.12 -1.40 -3.65
H 2.00 0.11 -4.51
H 5.34 3.09 -6.10
H 6.37 2.75 -4.69
H 5.12 4.09 -4.73
H 4.04 0.29 -6.25
C -0.06 4.16 3.33
C 1.31 4.75 3.56
C 2.42 3.58 3.75
C 3.09 2.98 2.52
C 3.63 4.23 1.78
C 2.60 5.23 1.32
N 1.74 5.68 2.44
O 0.71 6.51 1.98
C 3.32 6.53 0.86
C 1.88 4.62 0.14
C 1.41 5.62 4.83
H -0.89 4.84 3.51
H -0.21 3.40 4.10
H -0.11 3.70 2.34
H 3.12 3.83 4.54
H 1.87 2.76 4.23
H 2.41 2.30 2.01
H 3.94 2.31 2.64
H 4.21 3.78 0.97
H 4.43 4.67 2.37
H 2.53 7.27 0.71
H 4.29 6.75 1.30
H 3.64 6.42 -0.18
H 1.68 3.56 0.32
H 1.03 5.18 -0.25
H 2.62 4.56 -0.66
H 0.49 6.19 4.91
H 2.23 6.34 4.84
H 1.26 5.06 5.76
H 0.84 7.23 2.60
C -1.73 1.33 -2.84
O -1.35 1.40 -1.70
N -2.96 1.58 -3.19
N -0.93 0.85 -3.82
H -3.69 1.89 -2.56
H -3.16 1.79 -4.15
H -1.30 0.56 -4.71
H 0.04 0.66 -3.63
C -4.56 3.13 -0.85
O -4.99 2.03 -1.08
N -3.32 3.47 -0.76
N -5.31 4.18 -0.78
H -3.12 4.28 -0.20
H -2.65 2.75 -0.98
H -6.31 4.09 -0.80
H -4.89 5.09 -0.71
C -0.50 0.58 1.36
O -0.06 0.12 2.39
N -1.69 0.82 1.05
N 0.23 0.97 0.33
H -1.94 0.96 0.08
H -2.38 0.35 1.61
H 1.24 0.88 0.33
H -0.21 1.42 -0.46
C -4.38 -0.88 1.51
O -4.19 -1.97 1.97
N -4.47 0.21 2.23
N -4.49 -0.62 0.20
H -4.70 1.09 1.80
H -4.19 0.11 3.20
H -4.65 0.24 -0.30
H -4.53 -1.43 -0.41
C -1.21 -4.24 2.11
O -0.10 -4.69 2.04
N -2.22 -5.09 2.19
N -1.56 -2.98 2.22
H -3.09 -4.59 2.11
H -2.10 -6.07 2.39
H -0.98 -2.21 1.90
H -2.54 -2.88 2.43
C -2.13 -2.06 6.10
C -0.90 -1.18 6.39
C 0.45 -1.73 5.97
O 1.54 -0.93 6.41
C 2.72 -1.62 6.65
N -1.07 0.00 5.56
H -2.17 -2.92 6.76
H -2.17 -2.55 5.13
H -3.00 -1.45 6.34
H -0.88 -1.01 7.46
H 0.48 -1.69 4.88
H 0.58 -2.78 6.24
H 2.72 -2.13 7.62
H 3.58 -0.97 6.52
H 2.88 -2.45 5.96
H -0.09 0.24 5.46
H -1.30 -0.40 4.66
C 2.85 -4.63 -0.64
C 2.98 -3.54 0.48
C 2.01 -2.39 0.27
O 2.39 -1.16 1.01
C 2.59 -1.37 2.43
N 2.66 -4.33 1.68
H 2.55 -4.07 -1.53
H 2.25 -5.53 -0.53
H 3.84 -5.05 -0.79
H 3.95 -3.04 0.45
H 0.96 -2.67 0.33
H 2.14 -2.08 -0.77
H 1.77 -1.88 2.94
H 2.73 -0.36 2.82
H 3.54 -1.88 2.59
H 1.65 -4.45 1.64
H 2.71 -3.78 2.53
```

Computed properties:
- gap between HOMO and LUMO (eV) = 7.8
- ΔE to the lowest compared entry with this formula, charge and spin (kJ/mol) = 413.6
- E_HOMO (eV) = -8.0
- SMILES string = CC1(C)CCCC(C)(C)N1O.CC1(C)CCCC(C)(C)N1O.CC1(C)CCCC(C)(C)N1O.COC[C@H](C)N.COC[C@H](C)N.NC(N)=O.NC(N)=O.NC(N)=O.NC(N)=O.NC(N)=O
- DFT total energy (eV) = -85908.2594



The following is a DFT calculation (ωB97M-V/def2-TZVPD) of C41H100F6O15Zn as an isolated structure.

```
163
C41H100F6O15Zn (ωB97M-V/def2-TZVPD)
Zn -2.17 3.08 -0.63
C -0.98 0.37 0.64
O -0.37 0.22 -0.64
O -1.65 1.56 0.65
C -1.83 -0.88 0.94
F -2.42 -0.66 2.13
F -2.77 -1.15 0.03
F -1.09 -1.99 1.07
C 1.04 -0.02 -0.65
C 1.49 0.06 -2.10
H 2.54 -0.24 -2.18
H 0.87 -0.62 -2.69
H 1.39 1.06 -2.53
H 1.21 -1.03 -0.27
H 1.59 0.75 -0.09
H -0.24 0.41 1.45
C -0.48 5.12 -0.65
O -1.37 4.64 -1.69
O -1.10 4.59 0.45
C 0.91 4.66 -1.09
F 1.80 5.04 -0.16
F 1.03 3.32 -1.13
F 1.33 5.11 -2.28
C -1.68 5.62 -2.69
C -2.38 4.89 -3.85
H -1.68 4.21 -4.35
H -3.21 4.28 -3.48
H -2.76 5.57 -4.61
H -0.83 6.11 -3.15
H -2.36 6.37 -2.27
H -0.56 6.21 -0.56
C 1.53 -5.80 -0.94
C 1.79 -4.30 -1.01
C 3.10 -3.93 -0.33
O 1.98 -3.95 -2.41
H 0.49 -6.00 -1.16
H 1.73 -6.14 0.08
H 2.32 -6.33 -1.48
H 0.93 -3.70 -0.74
H 3.89 -4.59 -0.69
H 2.99 -4.01 0.75
H 3.48 -2.92 -0.50
H 2.80 -4.29 -2.78
C -3.81 2.07 3.46
C -2.58 2.77 4.05
C -1.73 1.87 4.92
O -1.75 3.29 3.00
H -4.17 2.64 2.61
H -4.58 2.01 4.22
H -3.51 1.08 3.11
H -2.99 3.59 4.65
H -1.42 0.93 4.46
H -2.33 1.59 5.80
H -0.88 2.39 5.34
H -1.57 2.50 2.46
C -3.10 -3.76 3.16
C -4.12 -4.87 3.51
C -3.55 -6.28 3.53
O -4.66 -4.62 4.80
H -2.33 -3.85 3.92
H -3.61 -2.80 3.13
H -2.62 -3.90 2.19
H -4.97 -4.83 2.81
H -2.81 -6.34 4.33
H -3.08 -6.59 2.59
H -4.35 -6.98 3.76
H -5.15 -3.80 4.77
C 4.38 -0.72 -6.43
C 3.11 -0.81 -5.59
C 2.29 0.47 -5.67
O 2.33 -1.90 -6.06
H 4.75 -1.69 -6.78
H 5.23 -0.27 -5.92
H 4.24 -0.15 -7.35
H 3.36 -1.05 -4.55
H 1.41 0.42 -5.03
H 1.90 0.65 -6.68
H 2.87 1.34 -5.38
H 1.61 -2.00 -5.41
C -5.58 -0.37 1.54
C -6.94 -1.07 1.60
C -6.84 -2.52 1.20
O -7.30 -1.01 2.99
H -4.93 -0.90 2.25
H -5.63 0.68 1.78
H -5.11 -0.45 0.55
H -7.66 -0.47 1.04
H -7.82 -2.99 1.28
H -6.15 -3.06 1.85
H -6.56 -2.63 0.15
H -8.23 -0.83 3.12
C -1.30 0.82 -4.27
C -2.46 1.34 -3.46
C -3.48 0.25 -3.03
O -1.92 1.86 -2.20
H -0.84 -0.06 -3.83
H -0.58 1.64 -4.39
H -1.61 0.52 -5.27
H -3.00 2.11 -4.01
H -3.00 -0.68 -2.73
H -4.13 0.03 -3.88
H -4.04 0.62 -2.18
H -1.23 1.21 -1.96
C 5.86 0.40 1.47
C 4.63 0.05 2.30
C 3.89 -1.16 1.79
O 5.05 -0.26 3.62
H 6.70 -0.29 1.59
H 6.28 1.31 1.93
H 5.67 0.64 0.43
H 4.08 1.00 2.26
H 3.12 -1.50 2.49
H 4.60 -1.98 1.67
H 3.39 -0.96 0.85
H 5.30 0.56 4.07
C 3.07 4.05 2.58
C 1.67 3.45 2.61
C 1.70 2.08 3.31
O 0.82 4.30 3.34
H 3.53 4.17 3.56
H 3.07 5.01 2.06
H 3.73 3.48 1.92
H 1.23 3.30 1.62
H 0.68 1.80 3.58
H 2.21 2.07 4.28
H 2.08 1.27 2.68
H 1.20 4.49 4.21
C -1.59 -2.70 -2.59
C -0.93 -3.12 -3.93
C -1.77 -2.67 -5.12
O 0.34 -2.50 -4.06
H -1.35 -1.65 -2.42
H -1.22 -3.29 -1.76
H -2.67 -2.79 -2.54
H -0.84 -4.21 -3.92
H -1.32 -2.82 -6.10
H -1.94 -1.59 -5.07
H -2.76 -3.12 -5.03
H 0.90 -2.92 -3.37
C 4.99 3.00 -3.58
C 4.06 3.23 -2.38
C 4.50 2.47 -1.13
O 4.22 4.61 -2.11
H 5.07 1.94 -3.84
H 6.01 3.30 -3.37
H 4.64 3.62 -4.41
H 3.04 2.98 -2.69
H 3.82 2.59 -0.28
H 5.45 2.84 -0.75
H 4.53 1.41 -1.39
H 4.32 5.17 -2.88
C 0.27 -1.64 4.27
C 1.36 -1.70 5.35
C 1.15 -0.67 6.43
O 1.38 -3.00 5.93
H 0.33 -2.40 3.50
H 0.31 -0.65 3.80
H -0.72 -1.78 4.71
H 2.32 -1.55 4.82
H 1.22 0.34 6.03
H 1.84 -0.76 7.26
H 0.18 -0.75 6.92
H 1.51 -3.62 5.21
```

Computed properties:
- gap between HOMO and LUMO (eV) = 8.1
- ΔE to the lowest compared entry with this formula, charge and spin (kJ/mol) = 141.1
- E_HOMO (eV) = -8.7
- DFT total energy (eV) = -139573.1715